Entry 1:
# C42H91F4N8O8S4

A cluster of 7 separate species, C42H91F4N8O8S4 in total in a non-equilibrium geometry (ωB97M-V with the def2-TZVPD basis set, OMol25).

Values from the calculation:
HOMO-LUMO gap	0.2147	hartree
charge	+3
energy above the lowest of the compared OMol25 structures with the same formula, charge and spin	53.6	kcal/mol
2S+1	1

```
157
C42H91F4N8O8S4 (ωB97M-V with the def2-TZVPD basis set)
C 1.657 13.153 2.600
C 0.613 12.398 1.746
C 0.346 11.116 2.395
C -0.832 10.359 1.807
N -0.581 8.857 1.298
C -0.104 7.958 2.481
C -1.423 7.483 3.122
C -2.418 7.408 1.944
C -1.861 8.174 0.802
C 0.492 8.835 0.131
H 2.599 12.604 2.598
H 1.370 13.260 3.646
H 1.847 14.136 2.168
H 0.963 12.266 0.722
H -0.261 13.028 1.583
H 0.058 11.169 3.445
H 1.175 10.415 2.298
H -1.164 10.764 0.850
H -1.684 10.369 2.487
H 0.472 7.097 2.144
H 0.480 8.655 3.081
H -1.407 6.481 3.551
H -1.946 8.193 3.763
H -2.572 6.394 1.575
H -3.414 7.738 2.242
H -1.619 7.424 0.048
H -2.608 8.806 0.322
H 1.416 9.290 0.487
H -0.002 9.289 -0.727
H 0.729 7.778 0.006
C -0.435 -7.240 4.373
C -0.487 -6.487 5.703
C -0.750 -4.959 5.634
C -0.699 -4.287 7.067
N -0.593 -2.724 7.057
C 0.737 -2.342 6.396
C 1.160 -0.943 7.016
C 0.475 -0.950 8.343
C -0.462 -2.115 8.486
C -1.745 -2.158 6.244
H 0.136 -8.160 4.499
H 0.030 -6.670 3.569
H -1.466 -7.509 4.147
H 0.429 -6.640 6.275
H -1.193 -6.961 6.385
H -1.724 -4.782 5.178
H 0.019 -4.601 4.950
H 0.215 -4.598 7.574
H -1.504 -4.679 7.689
H 0.776 -2.280 5.308
H 1.486 -3.082 6.676
H 0.725 -0.186 6.363
H 2.234 -0.771 7.091
H 0.011 0.030 8.463
H 1.206 -1.042 9.146
H -1.531 -2.027 8.681
H -0.117 -2.945 9.103
H -1.698 -1.070 6.274
H -2.632 -2.512 6.771
H -1.666 -2.544 5.228
C 7.557 0.488 -0.662
C 8.321 0.535 0.645
C 7.917 -0.721 1.474
C 8.734 -0.599 2.743
N 8.688 -1.940 3.542
C 9.354 -1.775 4.998
C 9.704 -3.263 5.499
C 9.884 -4.062 4.220
C 9.499 -3.133 3.010
C 7.232 -2.421 3.736
H 6.501 0.363 -0.423
H 7.873 -0.300 -1.347
H 7.742 1.405 -1.221
H 7.928 1.428 1.131
H 9.399 0.651 0.531
H 8.123 -1.695 1.030
H 6.830 -0.698 1.543
H 8.258 0.142 3.385
H 9.816 -0.503 2.656
H 8.691 -1.240 5.678
H 10.242 -1.181 4.780
H 8.866 -3.705 6.038
H 10.572 -3.302 6.158
H 9.243 -4.942 4.275
H 10.925 -4.326 4.034
H 8.875 -3.775 2.388
H 10.405 -2.731 2.557
H 6.709 -1.602 4.229
H 7.112 -3.389 4.224
H 6.914 -2.600 2.709
C -4.905 -0.595 -15.385
C -5.462 -0.922 -14.004
C -4.633 -0.209 -12.834
C -5.154 -0.483 -11.402
N -4.865 0.653 -10.330
C -3.350 0.763 -10.059
C -3.275 0.473 -8.685
C -4.468 -0.411 -8.158
C -5.564 0.170 -8.977
C -5.458 2.055 -10.618
H -4.598 0.450 -15.386
H -5.545 -0.820 -16.238
H -3.921 -1.011 -15.598
H -5.467 -2.009 -13.924
H -6.495 -0.603 -13.870
H -4.657 0.855 -13.070
H -3.580 -0.484 -12.898
H -4.884 -1.455 -10.990
H -6.235 -0.573 -11.503
H -2.908 1.717 -10.347
H -2.921 -0.058 -10.634
H -3.228 1.389 -8.097
H -2.298 0.065 -8.425
H -4.537 -0.478 -7.072
H -4.381 -1.454 -8.462
H -5.904 1.089 -8.499
H -6.436 -0.423 -9.252
H -6.503 1.773 -10.747
H -5.113 2.483 -11.560
H -5.339 2.694 -9.744
C -9.770 -1.054 -1.016
C -9.077 -1.149 0.259
N -8.499 -2.454 0.408
C -9.102 -3.562 1.023
C -8.243 -4.667 0.878
N -7.095 -4.230 0.300
C -7.222 -2.865 0.110
C -5.948 -4.987 -0.070
H -10.759 -1.501 -0.919
H -9.256 -1.520 -1.857
H -10.024 -0.040 -1.327
H -9.659 -0.927 1.153
H -8.234 -0.472 0.387
H -10.100 -3.570 1.435
H -8.301 -5.699 1.191
H -6.459 -2.204 -0.273
H -5.079 -4.563 0.432
H -5.745 -5.043 -1.139
H -6.042 -6.011 0.293
N 6.782 -8.517 1.520
S 7.865 -9.048 0.370
O 9.102 -8.316 0.358
O 7.428 -9.538 -0.916
F 8.399 -10.457 1.019
S 5.828 -8.011 0.576
O 4.888 -8.932 -0.033
O 6.163 -6.780 -0.114
F 4.745 -7.478 1.786
N -0.768 -1.199 0.420
S 0.063 -1.640 -0.924
O 1.298 -0.919 -1.195
O -0.759 -1.867 -2.092
F 0.580 -3.051 -0.376
S -0.830 0.293 0.197
O -1.596 0.858 -0.930
O 0.317 1.092 0.684
F -1.976 0.617 1.286
```

=====

Entry 2:
# C6H11N

The molecule C6H11N (ωB97M-V with the def2-TZVPD basis set, OMol25).

Values from the calculation:
HOMO-LUMO gap	0.3197	hartree
structure (SMILES)	C=CC(N)=C(C)C
energy above the lowest of the compared OMol25 structures with the same formula, charge and spin	28.0	kcal/mol
2S+1	1

```
18
C6H11N (ωB97M-V with the def2-TZVPD basis set)
C -0.178 -2.485 0.865
C 0.037 -1.188 1.047
C 0.316 -0.256 -0.073
N 1.281 -0.733 -0.999
C -0.320 0.914 -0.198
C 0.053 1.867 -1.308
C -1.225 1.458 0.885
H -0.541 -3.147 1.631
H -0.059 -2.901 -0.128
H 0.156 -0.790 2.046
H 1.982 -1.274 -0.510
H 1.741 0.008 -1.509
H -0.768 2.571 -1.467
H 0.312 1.411 -2.260
H 0.859 2.512 -0.935
H -1.235 2.544 0.822
H -2.239 1.055 0.819
H -0.869 1.149 1.870
```

=====

Entry 3:
# C6H15IP

A structure of composition C6H15IP in a non-equilibrium geometry (ωB97M-V with the def2-TZVPD basis set, OMol25).

Values from the calculation:
HOMO-LUMO gap (spin up / spin down)	0.2506 / 0.2495	hartree
charge	+1
energy above the lowest of the compared OMol25 structures with the same formula, charge and spin	56.2	kcal/mol
2S+1	1

```
23
C6H15IP (ωB97M-V with the def2-TZVPD basis set)
C -1.461 -2.675 -0.563
C 0.533 2.154 1.964
C 1.806 0.914 -1.623
C -1.670 -1.310 0.172
C -0.504 1.488 1.004
C 0.690 -0.187 -1.427
P -0.139 -0.167 0.270
I 2.255 -1.632 1.808
H -2.358 -3.356 -0.668
H -1.187 -2.527 -1.613
H -0.695 -3.268 0.022
H 0.402 1.829 2.927
H 1.561 1.892 1.651
H 0.223 3.195 2.046
H 2.015 0.779 -2.652
H 1.457 1.907 -1.275
H 2.762 0.799 -1.021
H -1.856 -1.334 1.234
H -2.429 -0.762 -0.344
H -0.677 2.154 0.159
H -1.552 1.563 1.519
H 0.985 -1.234 -1.576
H -0.159 -0.222 -2.015
```

=====

Entry 4:
# C3H6N4O

The molecule C3H6N4O in a non-equilibrium geometry (ωB97M-V with the def2-TZVPD basis set, OMol25).

Values from the calculation:
HOMO-LUMO gap	0.3555	hartree
structure (SMILES)	[H]/N=c1\nc[nH]n1OC
energy above the lowest of the compared OMol25 structures with the same formula, charge and spin	99.6	kcal/mol
2S+1	1

```
14
C3H6N4O (ωB97M-V with the def2-TZVPD basis set)
H 1.536 1.114 -2.171
N 1.152 0.334 -1.616
C 0.660 0.750 -0.510
N 0.288 1.989 -0.069
C 0.030 1.781 1.188
N 0.182 0.498 1.681
N 0.337 -0.309 0.478
O -0.902 -0.771 0.179
C -0.927 -1.864 -0.710
H -0.240 2.658 1.830
H 0.713 0.207 2.501
H -0.287 -1.668 -1.538
H -0.544 -2.773 -0.268
H -1.998 -1.943 -0.975
```

=====

Entry 5:
# C3H7NOS2

The molecule C3H7NOS2 in a non-equilibrium geometry (ωB97M-V with the def2-TZVPD basis set, OMol25).

Values from the calculation:
HOMO-LUMO gap	0.3516	hartree
structure (SMILES)	C[C@@H](S)C(=O)NS
energy above the lowest of the compared OMol25 structures with the same formula, charge and spin	49.4	kcal/mol
2S+1	1

```
14
C3H7NOS2 (ωB97M-V with the def2-TZVPD basis set)
C 1.743 -0.842 0.069
C 0.743 0.335 0.432
S 1.247 1.949 -0.581
C -0.842 -0.198 -0.183
O -0.824 -0.938 -1.136
N -1.841 0.491 0.390
S -3.422 0.233 -0.264
H 1.780 -1.380 -0.908
H 1.602 -1.678 0.768
H 2.740 -0.429 0.073
H 1.001 0.614 1.511
H 1.559 1.398 -1.730
H -1.715 1.265 1.056
H -3.771 -0.821 0.502
```

=====

Entry 6:
# C28H52ClN6O4P

A cluster of 2 separate species, C28H52ClN6O4P in total in a non-equilibrium geometry (ωB97M-V with the def2-TZVPD basis set, OMol25).

Values from the calculation:
HOMO-LUMO gap	0.2637	hartree
structure (SMILES)	COCCCCCCCC[C@@H]1NC(=O)[C@@H](CCN)[C@]1(CC(=O)Cl)c1cccnc1.CN(C)P(=O)(N(C)C)N(C)C
2S+1	1

```
92
C28H52ClN6O4P (ωB97M-V with the def2-TZVPD basis set)
C -0.758 -2.337 2.850
O -1.749 -1.371 3.265
C -1.148 -0.252 3.956
C -2.235 0.904 4.226
C -1.484 2.340 4.107
C -1.279 2.632 2.540
C -1.251 4.190 2.141
C -1.967 4.519 0.743
C -1.478 3.593 -0.487
C -2.574 3.661 -1.661
C -2.059 2.763 -2.891
N -1.650 3.641 -4.047
C -1.900 2.752 -5.238
O -1.896 3.248 -6.387
C -2.199 1.215 -4.769
C -0.741 0.553 -4.955
C -0.238 0.452 -6.471
N -0.963 -0.559 -7.302
C -2.782 1.370 -3.240
C -2.278 0.179 -2.299
C -2.685 0.296 -0.759
O -1.881 -0.205 0.076
Cl -4.206 1.037 -0.090
C -4.379 1.386 -3.534
C -5.054 2.600 -4.286
C -6.585 2.368 -4.476
C -7.383 1.156 -3.970
N -6.729 0.093 -3.296
C -5.331 0.240 -3.137
H -1.123 -2.919 1.925
H 0.245 -1.856 2.560
H -0.539 -3.134 3.660
H -0.675 -0.541 4.960
H -0.289 0.130 3.282
H -2.729 0.766 5.244
H -3.027 0.840 3.388
H -2.115 3.150 4.602
H -0.428 2.274 4.567
H -0.296 2.123 2.216
H -2.099 2.143 1.887
H -1.828 4.779 2.948
H -0.163 4.559 2.193
H -3.108 4.484 0.825
H -1.692 5.607 0.465
H -0.492 4.063 -0.871
H -1.211 2.525 -0.179
H -3.643 3.456 -1.324
H -2.564 4.758 -2.035
H -1.025 2.399 -2.521
H -2.476 4.272 -4.163
H -3.031 0.939 -5.518
H -0.760 -0.506 -4.497
H -0.010 1.152 -4.284
H 0.863 0.096 -6.421
H -0.219 1.439 -7.041
H -0.341 -1.374 -7.367
H -1.884 -0.796 -6.914
H -1.134 0.024 -2.315
H -2.712 -0.815 -2.698
H -4.483 3.504 -4.669
H -7.172 3.177 -5.046
H -8.520 1.084 -4.129
H -4.810 -0.650 -2.619
C 4.221 -5.354 2.572
N 3.573 -4.061 2.737
C 2.273 -4.110 2.066
P 4.321 -2.500 2.744
O 3.245 -1.897 3.666
N 5.522 -2.445 3.990
C 5.864 -3.600 4.801
C 5.491 -1.258 4.850
N 5.563 -3.115 1.629
C 6.924 -2.550 1.705
C 5.122 -2.887 0.233
H 4.560 -5.528 1.544
H 3.523 -6.163 2.819
H 5.066 -5.504 3.232
H 2.381 -4.268 0.987
H 1.709 -3.187 2.210
H 1.654 -4.919 2.469
H 4.988 -4.041 5.287
H 6.588 -3.341 5.582
H 6.380 -4.354 4.204
H 4.735 -1.345 5.637
H 5.278 -0.360 4.264
H 6.464 -1.096 5.326
H 6.909 -1.456 1.698
H 7.534 -2.889 0.860
H 7.462 -2.892 2.589
H 5.071 -1.817 0.005
H 4.132 -3.310 0.053
H 5.799 -3.368 -0.477
```

=====

Entry 7:
# C26H27AuB2F4N5O4P

A structure of composition C26H27AuB2F4N5O4P (ωB97M-V with the def2-TZVPD basis set, OMol25).

Values from the calculation:
HOMO-LUMO gap (spin up / spin down)	0.2800 / 0.2546	hartree
charge	+2
2S+1	3

```
70
C26H27AuB2F4N5O4P (ωB97M-V with the def2-TZVPD basis set)
Au -0.297 -0.299 -2.429
C 1.089 3.451 -3.829
C 0.887 2.069 -3.333
N -0.241 1.632 -2.891
O -1.365 2.330 -2.892
B -2.420 1.859 -1.867
F -3.394 2.768 -1.865
F -1.749 1.630 -0.669
O -3.050 0.516 -2.288
N -2.252 -0.528 -2.149
C -2.664 -1.746 -2.055
C -4.098 -2.120 -2.015
C -1.563 -2.764 -2.041
N -0.381 -2.261 -2.138
O 0.720 -2.984 -2.243
B 2.013 -2.244 -1.823
F 1.725 -1.576 -0.638
F 2.989 -3.150 -1.805
O 2.405 -1.176 -2.866
N 1.627 -0.107 -2.881
C 1.985 1.046 -3.328
C 3.354 1.350 -3.809
C -1.807 -4.224 -1.976
H 0.206 4.055 -3.644
H 1.284 3.431 -4.904
H 1.958 3.901 -3.347
H -4.724 -1.234 -2.060
H -4.313 -2.675 -1.101
H -4.331 -2.771 -2.860
H 3.983 0.467 -3.751
H 3.790 2.150 -3.207
H 3.316 1.700 -4.842
H -2.699 -4.445 -1.393
H -0.941 -4.730 -1.555
H -1.958 -4.611 -2.988
N 0.870 0.935 0.100
P 0.506 0.531 1.730
C -0.856 -0.620 1.638
C -2.156 -0.138 1.804
C -3.222 -1.023 1.751
C -2.987 -2.376 1.542
C -1.692 -2.853 1.359
C -0.619 -1.977 1.399
C 1.965 -0.227 2.393
C 3.214 0.232 1.969
C 4.358 -0.311 2.524
C 4.257 -1.291 3.504
C 3.014 -1.737 3.934
C 1.860 -1.211 3.378
C 0.066 2.043 2.551
C -0.287 3.185 1.831
C -0.634 4.335 2.523
C -0.632 4.339 3.911
C -0.279 3.199 4.624
C 0.079 2.047 3.948
H -2.332 0.914 1.988
H -4.229 -0.660 1.901
H -3.818 -3.071 1.545
H -1.515 -3.912 1.220
H 0.391 -2.345 1.267
H 3.293 1.005 1.214
H 5.331 0.032 2.198
H 5.156 -1.710 3.937
H 2.945 -2.496 4.701
H 0.891 -1.564 3.710
H -0.308 3.174 0.751
H -0.909 5.227 1.978
H -0.905 5.240 4.444
H -0.274 3.213 5.705
H 0.375 1.164 4.504
```

=====

Entry 8:
# C4H6N2O

The molecule C4H6N2O (ωB97M-V with the def2-TZVPD basis set, OMol25).

Values from the calculation:
HOMO-LUMO gap	0.2882	hartree
structure (SMILES)	Nc1ccc(O)[nH]1
energy above the lowest of the compared OMol25 structures with the same formula, charge and spin	22.3	kcal/mol
2S+1	1

```
13
C4H6N2O (ωB97M-V with the def2-TZVPD basis set)
N -2.287 -0.390 -0.031
C -0.931 -0.005 -0.057
C -0.322 1.151 -0.459
C 1.101 0.949 -0.352
C 1.288 -0.321 0.104
O 2.388 -1.073 0.393
N 0.058 -0.904 0.290
H -2.889 0.388 0.211
H -2.469 -1.139 0.625
H -0.821 2.049 -0.801
H 1.873 1.665 -0.600
H 3.167 -0.568 0.126
H -0.082 -1.849 0.605
```

=====

| no. | energy (hartree) |
| --- | --- |
| 1 | -4685.91024 |
| 2 | -289.92703 |
| 3 | -876.32787 |
| 4 | -412.05015 |
| 5 | -1044.82368 |
| 6 | -2528.76898 |
| 7 | -2507.46859 |
| 8 | -340.75932 |